Density functional theory data (the ωB97M-V functional and the def2-TZVPD basis) for a molecular structure, C6H10O.

Geometry (Å):
C (1.85, 0.92, -0.34)
C (0.78, 0.39, 0.59)
O (-0.07, 1.44, 1.12)
C (-1.23, 0.69, 0.75)
C (-1.31, 0.55, -0.74)
C (-0.43, -0.38, 0.06)
C (-0.49, -1.88, -0.01)
H (2.51, 0.11, -0.66)
H (1.41, 1.40, -1.22)
H (2.46, 1.66, 0.19)
H (1.23, -0.15, 1.43)
H (-2.07, 0.70, 1.43)
H (-2.22, 0.07, -1.09)
H (-0.91, 1.32, -1.39)
H (0.12, -2.25, -0.84)
H (-0.12, -2.35, 0.91)
H (-1.52, -2.24, -0.18)

## Properties
Kohn-Sham gap: 10.2 eV
Spin multiplicity: 1
E_HOMO: -9.12 eV

How is the electron density shared among the atoms? According to natural (NBO), the charges in e are: -0.634 0.116 -0.521 0.090 -0.447 -0.093 -0.606 0.213 0.210 0.223 0.173 0.199 0.219 0.216 0.214 0.212 0.217

***

Density functional theory data (the ωB97M-V functional and the def2-TZVPD basis) for a single C6H10O molecule.

Geometry (Å):
C (-1.98, -0.27, 0.24)
C (-1.09, 0.78, -0.39)
C (0.02, 1.38, 0.43)
C (0.35, 0.50, -0.74)
C (0.99, -0.86, -0.55)
C (2.25, -0.89, 0.28)
O (2.74, 0.06, 0.85)
H (-2.82, 0.21, 0.76)
H (-1.44, -0.87, 0.98)
H (-2.40, -0.95, -0.51)
H (-1.61, 1.45, -1.07)
H (0.24, 2.44, 0.34)
H (0.19, 0.97, 1.42)
H (0.72, 1.03, -1.62)
H (1.23, -1.32, -1.52)
H (0.30, -1.57, -0.07)
H (2.72, -1.89, 0.36)

## Properties
Kohn-Sham gap: 10.6 eV
SMILES string: C[C@H]1C[C@H]1CC=O
Spin multiplicity: 1
E_HOMO: -9.59 eV

How is the electron density shared among the atoms? According to natural (NBO), the charges in e are: -0.610 -0.221 -0.404 -0.232 -0.521 0.448 -0.519 0.218 0.201 0.208 0.212 0.220 0.215 0.218 0.235 0.232 0.100

***

Density functional theory data (the ωB97M-V functional and the def2-TZVPD basis) for a single C6H10O molecule.

Geometry (Å):
C (-2.10, -0.63, -0.55)
C (-1.28, 0.60, -0.33)
C (0.76, 1.59, 0.50)
C (0.19, 0.57, -0.37)
C (0.63, -0.76, 0.35)
C (2.14, -0.75, 0.30)
O (2.76, -0.99, -0.71)
H (-2.04, -1.40, 0.23)
H (-1.75, -1.11, -1.48)
H (-3.15, -0.37, -0.68)
H (-1.77, 1.51, 0.02)
H (1.37, 2.40, 0.11)
H (0.49, 1.62, 1.55)
H (0.63, 0.53, -1.38)
H (0.22, -1.64, -0.17)
H (0.26, -0.75, 1.38)
H (2.65, -0.43, 1.23)

## Properties
Kohn-Sham gap (spin up / spin down): 7.9 / 8.7 eV
Spin multiplicity: 1
E_HOMO (spin up / spin down): -7.83 / -8.34 eV

How is the electron density shared among the atoms? According to natural (NBO), the charges in e are: -0.689 -0.065 -0.292 -0.376 -0.483 0.438 -0.530 0.216 0.216 0.226 0.185 0.187 0.175 0.236 0.231 0.211 0.114

***

Density functional theory data (the ωB97M-V functional and the def2-TZVPD basis) for 2 unconnected molecules or ions with the total composition C6H10O.

Geometry (Å):
O (0.51, 0.15, 2.47)
C (1.28, -0.41, -0.65)
C (0.10, -1.35, -0.70)
C (-1.20, -0.77, -0.12)
C (-1.29, 0.74, -0.23)
C (-0.22, 1.51, -0.46)
C (1.12, 0.92, -0.60)
H (1.23, 0.15, 1.83)
H (2.28, -0.85, -0.71)
H (0.35, -2.29, -0.19)
H (-0.05, -1.61, -1.76)
H (-1.31, -1.05, 0.94)
H (-2.06, -1.21, -0.65)
H (-2.26, 1.20, -0.04)
H (-0.15, 0.69, 2.02)
H (-0.32, 2.59, -0.51)
H (1.98, 1.58, -0.64)

## Properties
Kohn-Sham gap: 9.4 eV
SMILES string: C1=CCCC=C1.O
Spin multiplicity: 1
E_HOMO: -8.63 eV

How is the electron density shared among the atoms? According to natural (NBO), the charges in e are: -0.945 -0.156 -0.447 -0.452 -0.161 -0.259 -0.264 0.473 0.209 0.223 0.215 0.230 0.220 0.209 0.470 0.216 0.217

***

Density functional theory data (the ωB97M-V functional and the def2-TZVPD basis) for a single C6H10O2 molecule.

Geometry (Å):
O (0.46, -1.75, -0.47)
C (-0.55, -1.13, -0.58)
O (-1.76, -1.53, -0.07)
C (-0.66, 0.18, -1.31)
C (-0.34, 1.44, -0.44)
C (0.59, 1.09, 0.70)
C (0.24, 0.79, 1.94)
C (2.06, 1.04, 0.31)
H (-1.57, -1.91, 0.78)
H (0.00, 0.17, -2.18)
H (-1.66, 0.34, -1.67)
H (0.24, 2.13, -1.05)
H (-1.25, 1.90, -0.09)
H (0.89, 0.48, 2.74)
H (-0.80, 0.86, 2.27)
H (2.26, 0.27, -0.41)
H (2.32, 2.03, -0.03)
H (2.69, 0.97, 1.19)

## Properties
Kohn-Sham gap: 10.4 eV
SMILES string: C=C(C)CCC(=O)O
Spin multiplicity: 1
E_HOMO: -9.59 eV

How is the electron density shared among the atoms? According to natural (NBO), the charges in e are: -0.568 0.807 -0.704 -0.515 -0.425 0.042 -0.423 -0.651 0.494 0.229 0.233 0.218 0.221 0.202 0.186 0.232 0.206 0.216

***

Density functional theory data (the ωB97M-V functional and the def2-TZVPD basis) for a single C6H10O2 molecule.

Geometry (Å):
C (-0.78, 2.00, -1.95)
C (-0.37, 0.27, -0.17)
C (-0.28, -0.80, -1.14)
C (-0.47, 0.15, 1.18)
C (0.17, -0.99, 1.95)
C (1.58, -1.28, 1.69)
H (-0.31, 1.45, -2.75)
H (-0.55, 3.05, -2.00)
H (-1.84, 1.98, -1.94)
H (-0.10, -1.81, -0.67)
H (0.51, -0.66, -1.87)
H (-1.23, -0.92, -1.69)
H (-0.77, 1.00, 1.79)
H (-0.57, -1.74, 2.39)
H (2.06, -2.22, 1.86)
H (2.16, -0.51, 1.08)
O (-0.38, 1.57, -0.64)
O (1.16, -0.56, 2.88)

## Properties
Kohn-Sham gap: 9.3 eV
SMILES string: CO/C(C)=C/[C@H]1CO1
Spin multiplicity: 1
E_HOMO: -8.39 eV

How is the electron density shared among the atoms? According to natural (NBO), the charges in e are: -0.250 0.343 -0.696 -0.324 0.024 -0.130 0.178 0.199 0.178 0.238 0.220 0.234 0.226 0.192 0.190 0.197 -0.521 -0.499

***

Density functional theory data (the ωB97M-V functional and the def2-TZVPD basis) for a molecular structure, C6H10O2.

Geometry (Å):
C (-0.40, -0.06, -1.45)
C (0.88, 0.36, 0.17)
C (-0.70, 0.98, -2.20)
C (1.01, 1.64, 0.57)
O (-0.64, -1.39, -1.73)
H (-1.12, -1.52, -2.56)
H (1.67, -0.30, -0.17)
H (-0.41, 1.96, -1.85)
H (-1.20, 0.91, -3.17)
H (0.17, 2.23, 0.91)
H (1.97, 2.11, 0.47)
C (0.00, -0.95, 1.32)
C (-0.24, -0.57, 2.56)
O (0.09, -2.20, 0.84)
H (-0.21, -2.23, -0.10)
H (-0.25, -0.15, 0.24)
H (-0.51, -1.28, 3.32)
H (-0.12, 0.48, 2.82)

## Properties
Kohn-Sham gap: 7.5 eV
Spin multiplicity: 1
E_HOMO: -7.08 eV

How is the electron density shared among the atoms? According to natural (NBO), the charges in e are: 0.175 -0.191 -0.571 -0.676 -0.759 0.482 0.247 0.231 0.195 0.213 0.232 0.253 -0.457 -0.682 0.519 0.329 0.227 0.234

***

Density functional theory data (the ωB97M-V functional and the def2-TZVPD basis) for a single C6H10O2 molecule.

Geometry (Å):
C (-2.35, 0.54, -0.04)
C (-1.49, -0.74, 0.45)
C (-0.42, -0.73, -0.42)
C (0.67, 0.54, -0.82)
C (2.75, 0.26, 0.43)
C (0.99, -0.73, -0.10)
H (-1.85, 1.63, -0.31)
H (-2.98, 0.25, -0.98)
H (-3.31, 1.10, 0.64)
H (-1.45, -0.61, 1.70)
H (-2.19, -1.64, 0.39)
H (-1.13, -0.66, -1.50)
H (1.02, 0.80, -1.81)
H (3.85, 0.51, -0.02)
H (2.81, 0.16, 1.61)
H (1.07, -0.76, 1.08)
O (1.66, 1.17, 0.12)
O (2.34, -1.09, -0.43)

## Properties
Kohn-Sham gap: 9.6 eV
SMILES string: CCC1[C@H]2OCO[C@H]12
Spin multiplicity: 1
E_HOMO: -8.57 eV

How is the electron density shared among the atoms? According to natural (NBO), the charges in e are: -0.655 -0.470 -0.176 -0.046 0.176 0.054 0.250 0.205 0.224 0.220 0.249 0.275 0.219 0.196 0.182 0.182 -0.561 -0.524

***

Number 1: electronic energy -309.78579 hartree, strongest force on any atom 0.39 eV Å⁻¹. Number 2: electronic energy -309.81472 hartree, strongest force on any atom 0.52 eV Å⁻¹. Number 3: electronic energy -309.70438 hartree, strongest force on any atom 1.60 eV Å⁻¹. Number 4: electronic energy -309.82499 hartree, strongest force on any atom 0.23 eV Å⁻¹. Number 5: electronic energy -385.08570 hartree, strongest force on any atom 1.49 eV Å⁻¹. Number 6: electronic energy -384.98784 hartree, strongest force on any atom 2.60 eV Å⁻¹. Number 7: electronic energy -384.81560 hartree, strongest force on any atom 0.38 eV Å⁻¹. Number 8: electronic energy -384.71922 hartree, strongest force on any atom 8.80 eV Å⁻¹.